This record from OMol25 describes C3H4AgO5 as an isolated structure in a non-equilibrium geometry. The level of theory is ωB97M-V/def2-TZVPD.

Atoms and positions in Å:
C (1.967, 1.190, 0.876)
C (0.859, 2.071, 0.835)
O (-0.337, 1.690, 0.894)
O (3.101, 1.509, 0.317)
H (1.869, 0.168, 1.256)
H (1.093, 3.138, 0.659)
H (3.078, 1.287, -0.711)
O (1.785, -1.405, -3.636)
C (1.527, -0.143, -3.233)
O (0.427, 0.063, -2.671)
O (2.496, 0.641, -3.318)
Ag (-1.111, 1.456, -1.356)
H (1.507, -1.496, -4.556)

Output
- frontier orbital gap (spin up / spin down) (eV) = 6.8 / 6.3
- expectation value of S² = 0.760
- multiplicity = 2
- LUMO energy (spin up / spin down) (eV) = -1.59 / -2.10


This record from OMol25 describes one molecule with the formula C7H7N in a non-equilibrium geometry. The level of theory is ωB97M-V/def2-TZVPD.

Atoms and positions in Å:
C (1.182, 1.781, 0.019)
C (0.032, 1.649, -0.601)
N (-0.458, 0.261, -0.531)
C (-1.830, -0.298, -0.292)
C (-1.724, -1.536, 0.298)
C (-0.219, -1.777, 0.433)
C (0.390, -0.567, 0.076)
C (1.714, 0.280, 0.342)
H (1.835, 2.557, -0.111)
H (-0.445, 2.437, -1.419)
H (-2.596, 0.188, -0.671)
H (-2.692, -2.154, 0.452)
H (0.260, -2.681, 0.576)
H (2.647, -0.334, 0.066)
H (1.905, 0.192, 1.363)

Output
- frontier orbital gap (eV) = 8.8
- structure (SMILES) = C1=Cn2cccc2C1
- LUMO energy (eV) = 1.02


This record from OMol25 describes one molecule with the formula C2H6Cl2NP in a non-equilibrium geometry. The level of theory is ωB97M-V/def2-TZVPD.

Atoms and positions in Å:
C (1.427, -1.496, -0.527)
C (-0.768, 1.678, 0.955)
N (0.958, -0.350, 0.118)
P (-0.610, 0.237, -0.211)
Cl (-1.287, 0.487, -2.167)
Cl (-2.210, -0.868, 0.343)
H (1.800, -1.353, -1.443)
H (0.622, -2.226, -0.814)
H (2.276, -1.874, 0.186)
H (0.287, 1.614, 1.313)
H (-0.951, 2.708, 0.545)
H (-1.544, 1.441, 1.700)

Output
- frontier orbital gap (spin up / spin down) (eV) = 6.0 / 8.0
- expectation value of S² = 2.007
- multiplicity = 3
- LUMO energy (spin up / spin down) (eV) = 0.84 / -2.44


This record from OMol25 describes C50H47BF14GeN2O2PSb2SeZr as an isolated structure in a non-equilibrium geometry. The level of theory is ωB97M-V/def2-TZVPD.

Atoms and positions in Å:
Zr (-0.469, -0.342, -1.576)
O (-2.392, -0.043, -1.673)
C (-3.149, 0.235, -2.748)
C (-4.302, -0.501, -3.010)
C (-5.060, -0.250, -4.136)
C (-4.693, 0.755, -5.024)
C (-3.580, 1.524, -4.758)
C (-2.801, 1.279, -3.624)
C (-1.700, 2.144, -3.244)
N (-0.700, 1.820, -2.419)
C (0.027, 2.983, -2.214)
C (-0.522, 3.989, -2.932)
N (-1.604, 3.446, -3.579)
H (-4.579, -1.277, -2.308)
H (-5.939, -0.847, -4.335)
H (-5.278, 0.938, -5.914)
H (-3.290, 2.306, -5.450)
H (0.887, 3.000, -1.569)
H (-0.239, 5.021, -3.034)
H (-2.241, 3.946, -4.176)
O (2.304, -1.906, -1.212)
H (2.931, -1.998, -0.484)
H (2.430, -2.683, -1.769)
F (0.687, -0.591, 0.310)
B (0.763, 0.864, 0.140)
F (-0.647, 1.156, 0.163)
F (-0.148, -2.344, -1.673)
P (-0.679, -2.742, -3.320)
F (-0.518, -4.241, -2.962)
F (-1.119, -2.908, -4.790)
F (0.860, -2.512, -3.668)
F (-2.133, -2.609, -2.718)
F (-0.795, -0.974, -3.514)
C (6.471, 0.850, -4.206)
Ge (4.761, 1.430, -3.432)
C (3.925, 2.884, -4.467)
C (4.815, 1.939, -1.519)
C (3.568, -0.182, -3.315)
Se (1.763, 0.506, -2.972)
C (1.241, 0.495, -4.851)
H (7.140, 1.693, -4.371)
H (6.283, 0.373, -5.168)
H (6.972, 0.134, -3.556)
H (4.562, 3.766, -4.406)
H (2.943, 3.135, -4.065)
H (3.832, 2.620, -5.520)
H (5.117, 2.978, -1.393)
H (5.521, 1.314, -0.972)
H (3.818, 1.800, -1.094)
H (3.879, -0.763, -2.453)
H (3.520, -0.837, -4.183)
H (1.984, 1.052, -5.414)
H (0.268, 0.969, -4.953)
H (1.200, -0.533, -5.197)
F (5.675, 6.204, 2.855)
C (4.780, 5.239, 2.673)
C (4.278, 5.023, 1.401)
C (3.354, 4.009, 1.211)
C (2.953, 3.230, 2.290)
C (3.459, 3.471, 3.566)
C (4.382, 4.481, 3.763)
Sb (1.603, 1.594, 2.130)
C (0.050, 2.137, 3.483)
C (-0.455, 3.428, 3.361)
C (-1.506, 3.828, 4.166)
C (-2.042, 2.916, 5.061)
F (-3.073, 3.287, 5.813)
C (-1.548, 1.628, 5.191)
C (-0.488, 1.235, 4.392)
C (2.836, 0.002, 2.813)
C (4.213, 0.158, 2.674)
C (5.068, -0.845, 3.094)
C (4.523, -1.997, 3.639)
F (5.341, -2.959, 4.054)
C (3.156, -2.183, 3.759)
C (2.307, -1.175, 3.334)
H (4.618, 5.643, 0.584)
H (2.953, 3.833, 0.221)
H (3.134, 2.868, 4.406)
H (4.797, 4.680, 4.741)
H (-0.027, 4.125, 2.650)
H (-1.913, 4.828, 4.115)
H (-1.997, 0.956, 5.910)
H (-0.083, 0.236, 4.497)
H (4.624, 1.067, 2.251)
H (6.141, -0.743, 3.013)
H (2.773, -3.098, 4.189)
H (1.234, -1.322, 3.407)
F (0.575, -4.128, 5.670)
C (-0.058, -3.696, 4.572)
C (0.328, -4.191, 3.340)
C (-0.303, -3.708, 2.205)
C (-1.321, -2.762, 2.300)
C (-1.674, -2.269, 3.553)
C (-1.047, -2.737, 4.700)
Sb (-2.205, -1.975, 0.485)
C (-3.269, -3.751, -0.122)
C (-4.618, -3.667, -0.450)
C (-5.321, -4.792, -0.851)
C (-4.650, -5.999, -0.933)
F (-5.315, -7.086, -1.331)
C (-3.308, -6.109, -0.621)
C (-2.616, -4.975, -0.228)
C (-3.899, -1.048, 1.394)
C (-4.135, 0.305, 1.166)
C (-5.269, 0.918, 1.681)
C (-6.159, 0.152, 2.410)
F (-7.273, 0.724, 2.876)
C (-5.940, -1.191, 2.667)
C (-4.797, -1.787, 2.161)
H (1.109, -4.938, 3.282)
H (0.001, -4.088, 1.235)
H (-2.455, -1.523, 3.637)
H (-1.317, -2.377, 5.684)
H (-5.144, -2.724, -0.368)
H (-6.372, -4.744, -1.100)
H (-2.819, -7.072, -0.690)
H (-1.564, -5.067, 0.008)
H (-3.445, 0.884, 0.564)
H (-5.467, 1.968, 1.518)
H (-6.660, -1.753, 3.247)
H (-4.612, -2.836, 2.356)

Output
- frontier orbital gap (spin up / spin down) (eV) = 7.2 / 5.9
- expectation value of S² = 0.753
- charge = +2
- multiplicity = 2
- LUMO energy (spin up / spin down) (eV) = -5.61 / -6.93


This record from OMol25 describes a 2-piece molecular cluster, C8H16N5O overall in a non-equilibrium geometry. The level of theory is ωB97M-V/def2-TZVPD.

Atoms and positions in Å:
C (-0.538, 1.305, 1.906)
C (-0.211, 0.121, -0.172)
C (0.488, 0.736, 1.089)
C (1.856, -2.659, -1.441)
C (0.536, -2.711, -2.275)
C (1.559, -1.646, -0.312)
C (-0.136, -1.341, -2.141)
C (-0.227, 1.180, 3.424)
N (-1.348, 0.630, -0.619)
N (0.390, -0.894, -0.849)
N (-1.644, 1.745, 1.421)
N (-0.859, 3.278, -0.811)
N (-1.795, 1.651, 0.000)
O (-2.698, 2.040, 1.981)
H (1.080, 1.531, 0.574)
H (1.128, 0.062, 1.601)
H (1.987, -3.746, -0.935)
H (2.709, -2.448, -1.928)
H (0.778, -3.010, -3.236)
H (-0.153, -3.482, -1.799)
H (1.519, -2.089, 0.685)
H (2.328, -0.941, -0.379)
H (0.176, -0.620, -2.810)
H (-1.208, -1.458, -2.283)
H (0.455, 2.013, 3.652)
H (0.082, 0.167, 3.512)
H (-1.004, 1.236, 4.125)
H (-1.305, 3.654, -1.684)
H (-1.149, 3.866, -0.046)
H (-2.794, 1.830, -0.252)

Output
- frontier orbital gap (spin up / spin down) (eV) = 7.3 / 7.3
- charge = +1
- LUMO energy (spin up / spin down) (eV) = -5.53 / -5.52


Which formula does entry 3 have? C2H6Cl2NP